# C6H31NO10

A 11-piece molecular cluster, C6H31NO10 overall (ωB97M-V with the def2-TZVPD basis set, OMol25).

Element x y z (Å)
C 3.8928 -1.0333 0.7920
C 3.0497 -0.4592 -0.0320
C 1.7826 0.1338 0.5519
C 1.3975 1.4341 0.7080
N 2.2553 2.5403 0.5141
C 0.8081 -0.8939 1.0022
C 0.2923 -1.8987 -0.0244
H 4.7768 -1.5993 0.5749
H 3.6628 -1.1871 1.8543
H 3.0266 -0.3962 -1.1169
H 0.3859 1.7113 0.9779
H 3.2447 2.4557 0.7499
H 1.8757 3.3027 1.0754
H 1.3939 -1.3320 1.8679
H -0.0768 -0.3997 1.4313
H -0.6882 -1.6425 -0.4196
H 0.3544 -2.9759 0.3206
H 1.0148 -1.9671 -0.8773
O 1.6541 0.7484 5.1111
H 1.5380 1.4688 4.4881
H 0.9663 0.0958 4.9445
O -1.8818 -2.9766 1.3923
H -2.3343 -3.7120 1.8039
H -2.3258 -2.1270 1.4061
O 0.4003 -2.5967 3.3515
H -0.1220 -3.3018 2.9525
H 1.2697 -3.0117 3.3710
O -1.7115 -1.2450 -2.9091
H -2.1409 -1.8939 -3.4739
H -0.9161 -1.7272 -2.5932
O -3.6452 -0.1602 -0.3258
H -3.4474 0.6983 -0.7298
H -3.2933 -0.8843 -0.8541
O -0.7363 2.5249 -2.0516
H -0.2972 1.6421 -2.1150
H -0.3831 2.8030 -1.1975
O 0.2670 -1.7111 -4.3037
H 0.8279 -0.9928 -3.9999
H -0.5076 -1.3229 -4.7352
O -3.2524 2.3872 -1.2801
H -2.8176 2.7009 -0.4843
H -2.6822 2.0014 -1.9437
O -3.6145 2.8293 1.6890
H -4.3413 2.2156 1.4978
H -3.2387 2.6011 2.5416
O 1.5662 2.2539 -4.1637
H 0.7886 2.8092 -4.0366
H 1.9623 2.0907 -3.3023

Calculated values
2S+1 ... 1
Gap between HOMO and LUMO ... 0.3041 Ha
Energy above the lowest of the compared OMol25 structures with the same formula, charge and spin ... 88.9 kcal/mol
Structure (SMILES) ... C=C/C(=C\N)CC.O.O.O.O.O.O.O.O.O.O
Lowest unoccupied orbital energy ... 0.092 eV

# C84H188N14O10P2

A 10-piece molecular cluster, C84H188N14O10P2 overall (ωB97M-V with the def2-TZVPD basis set, OMol25).

Element x y z (Å)
C -24.2616 -10.9711 9.5624
N -24.1871 -12.4272 9.7683
C -25.4411 -13.2215 9.6198
P -22.7511 -13.2773 10.1371
O -22.9461 -14.5220 10.9726
N -21.9677 -13.5317 8.6021
C -21.6935 -12.3834 7.7775
C -21.1835 -14.6633 8.3020
N -21.6809 -12.1806 10.8603
C -22.0680 -11.4647 12.0990
C -20.2772 -12.4368 10.7618
H -23.2562 -10.5506 9.5832
H -24.7904 -10.7161 10.4808
H -24.9237 -10.6319 8.7656
H -25.1341 -13.9687 8.8880
H -26.3437 -12.7477 9.2340
H -25.5826 -13.7689 10.5517
H -22.5117 -12.1313 7.1030
H -21.4149 -11.5477 8.4194
H -20.7435 -12.5838 7.2820
H -20.6958 -14.7339 7.3298
H -20.3241 -14.8151 8.9550
H -21.8144 -15.5514 8.3368
H -21.6530 -12.0334 12.9311
H -21.7061 -10.4604 12.3189
H -23.1562 -11.5258 12.0804
H -19.5085 -11.6824 10.9298
H -19.9882 -12.8231 9.7844
H -20.0615 -13.3025 11.3881
C -25.2443 -17.3706 9.0367
N -24.8960 -18.4615 10.0530
C -23.7610 -18.1475 10.9465
P -25.3423 -20.0904 9.8635
O -25.1415 -20.8550 11.0842
N -27.0180 -19.8258 9.4271
C -27.9193 -19.9531 10.5756
C -27.5724 -19.7479 8.0933
N -24.4748 -20.5551 8.4881
C -24.6728 -21.9231 7.9239
C -23.0875 -20.1109 8.1304
H -24.4010 -16.7655 8.7040
H -26.0520 -16.7468 9.4195
H -25.5856 -17.8246 8.1064
H -23.0550 -17.5869 10.3338
H -23.1387 -18.9907 11.2460
H -24.1931 -17.5478 11.7476
H -28.9400 -20.1128 10.2279
H -27.7596 -20.8519 11.1712
H -27.8921 -19.1086 11.2642
H -27.0878 -20.5886 7.5969
H -28.5683 -20.1827 8.0084
H -27.4836 -18.8107 7.5438
H -25.0987 -21.8831 6.9213
H -23.8194 -22.5957 7.8383
H -25.4169 -22.4400 8.5298
H -22.8480 -20.4022 7.1077
H -22.4036 -20.7199 8.7216
H -23.1350 -19.0219 8.1322
C -27.8706 -14.1076 4.3519
C -28.4048 -13.7524 5.8325
C -27.5830 -14.7010 6.8460
C -28.0168 -12.2732 6.1591
C -28.7682 -11.8690 7.4129
C -30.3078 -12.1630 7.4083
C -30.7448 -13.5802 6.8808
C -30.5670 -14.6235 8.0296
C -32.1707 -13.5430 6.3477
N -29.8990 -13.9965 5.7639
O -30.2044 -15.2259 5.1796
H -27.6535 -15.1562 4.1486
H -28.6877 -13.7630 3.7181
H -27.0316 -13.4728 4.0669
H -27.8754 -14.7491 7.8949
H -27.6723 -15.6818 6.3791
H -26.5350 -14.4142 6.7595
H -26.9378 -12.1487 6.0683
H -28.3228 -11.7149 5.2743
H -28.2883 -12.4299 8.2149
H -28.7644 -10.7927 7.5847
H -30.9132 -11.3393 7.0302
H -30.6907 -12.1768 8.4287
H -29.7700 -14.2812 8.6897
H -30.4187 -15.6823 7.8176
H -31.3727 -14.4981 8.7530
H -32.6803 -14.4869 6.5409
H -32.1117 -13.4532 5.2631
H -32.6776 -12.6852 6.7898
H -30.5406 -14.9826 4.3139
C -21.9826 -18.1229 14.1986
C -21.3995 -16.9745 14.9917
C -21.4089 -15.7429 14.0920
C -22.3220 -16.8071 16.3110
C -21.6115 -15.9654 17.3689
C -20.3179 -16.6160 17.7374
C -19.2645 -16.6765 16.5525
C -18.8585 -15.2146 16.2410
C -18.0348 -17.4538 17.1188
N -19.9998 -17.3734 15.4026
O -19.2075 -17.8028 14.3831
H -21.6551 -18.2359 13.1651
H -21.6229 -19.0648 14.6126
H -23.0539 -17.9481 14.0993
H -22.2873 -15.4384 13.5230
H -21.1246 -14.7800 14.5163
H -20.7116 -15.9403 13.2778
H -23.2984 -16.3625 16.1183
H -22.5183 -17.6934 16.9143
H -21.5591 -14.9032 17.1298
H -22.2323 -15.8671 18.2594
H -20.6074 -17.6516 17.9159
H -19.8675 -16.1549 18.6164
H -19.6751 -14.4946 16.2939
H -18.3845 -15.1286 15.2633
H -18.1011 -14.7523 16.8741
H -18.0498 -18.5261 16.9235
H -17.7456 -17.3090 18.1596
H -17.2186 -17.0383 16.5278
H -19.2966 -18.7543 14.4742
C -15.3375 -14.6739 3.4708
C -16.1427 -13.4509 3.1900
C -16.6717 -13.6310 1.7114
C -17.5020 -13.4294 3.9855
C -17.2415 -12.9874 5.4286
C -16.5203 -11.5135 5.2971
C -15.2431 -11.3279 4.4501
C -15.2001 -9.8281 3.9616
C -14.1166 -11.8721 5.3236
N -15.4028 -12.1403 3.2757
O -14.4284 -11.9013 2.4230
H -15.9866 -15.5451 3.5588
H -14.5615 -14.8922 2.7371
H -14.9099 -14.6075 4.4712
H -15.9790 -14.2146 1.1051
H -17.5217 -14.2807 1.5031
H -16.9179 -12.6905 1.2184
H -18.0770 -12.5802 3.6162
H -18.1619 -14.2825 3.8274
H -18.2196 -12.9090 5.9032
H -16.7051 -13.7723 5.9618
H -16.2573 -11.0895 6.2662
H -17.4053 -10.9306 5.0419
H -14.3228 -9.5206 3.3926
H -15.2733 -9.2607 4.8894
H -16.1894 -9.5604 3.5905
H -14.4969 -12.6887 5.9373
H -13.9919 -11.1321 6.1141
H -13.1643 -11.9730 4.8030
H -13.7659 -12.4659 2.8280
C -17.3374 -16.5357 6.7981
C -17.0222 -16.9021 8.2904
C -15.5384 -17.4058 8.4886
C -17.0484 -15.5293 9.1334
C -17.0091 -15.8136 10.6306
C -18.2368 -16.7217 10.8727
C -18.2118 -18.0894 10.1856
C -17.2040 -19.0060 10.8329
C -19.5760 -18.7308 10.3858
N -18.0301 -17.8456 8.7788
O -18.1236 -18.9776 7.9481
H -16.5816 -15.9916 6.2316
H -17.3193 -17.4968 6.2842
H -18.2769 -15.9831 6.8096
H -15.1370 -17.6773 9.4650
H -15.2986 -18.2532 7.8463
H -14.8732 -16.6031 8.1705
H -16.2118 -14.9143 8.8016
H -17.9303 -14.9789 8.8054
H -16.0715 -16.0465 11.1352
H -17.3640 -14.8539 11.0063
H -19.1974 -16.2825 10.6035
H -18.4545 -16.9300 11.9203
H -16.1353 -18.8128 10.7398
H -17.2147 -19.8521 10.1459
H -17.4581 -19.3147 11.8469
H -19.6611 -19.7871 10.1307
H -20.2683 -18.2519 9.6933
H -19.9979 -18.5953 11.3816
H -19.0144 -19.3216 8.0473
C -14.8118 -10.2171 17.7439
C -16.1604 -10.7592 17.4855
C -16.3603 -12.3129 17.8492
C -17.1555 -9.8918 18.2622
C -18.6962 -10.0866 17.8234
C -18.7699 -9.7306 16.3054
C -17.8352 -10.6414 15.4812
C -18.3840 -12.1592 15.5127
C -17.8235 -10.1390 13.9431
N -16.4961 -10.4246 16.0789
O -15.5312 -11.0357 15.2103
H -14.4472 -10.6763 18.6628
H -13.9619 -10.5436 17.1446
H -14.7539 -9.1345 17.6316
H -16.0938 -12.9180 16.9826
H -15.7411 -12.5847 18.7042
H -17.4007 -12.5823 18.0312
H -17.0548 -10.2151 19.2982
H -16.9721 -8.8184 18.3089
H -18.8893 -11.1120 18.1386
H -19.2775 -9.4220 18.4626
H -18.5052 -8.6947 16.0936
H -19.7814 -10.0142 16.0148
H -17.5661 -12.8304 15.2509
H -19.2308 -12.3826 14.8636
H -18.6680 -12.3607 16.5456
H -17.0269 -10.7083 13.4642
H -17.6650 -9.0747 13.7689
H -18.7819 -10.3878 13.4872
H -15.0284 -10.3129 14.8277
C -26.2852 -17.5920 13.7527
C -26.6213 -16.3671 14.5439
C -26.7693 -16.8304 16.0440
C -25.5509 -15.2323 14.5344
C -25.5376 -14.3587 13.2945
C -26.8186 -13.6452 13.2400
C -28.0354 -14.6219 13.0496
C -29.2256 -13.7108 13.2719
C -27.9506 -15.1444 11.5450
N -27.9396 -15.7190 14.0737
O -29.0153 -16.7408 14.0025
H -27.0491 -18.3681 13.8007
H -26.4041 -17.2959 12.7105
H -25.2649 -17.9709 13.8113
H -27.3796 -17.6995 16.2896
H -25.8374 -17.0639 16.5589
H -27.2280 -16.0240 16.6163
H -25.6299 -14.7355 15.5014
H -24.5630 -15.6868 14.4605
H -24.7615 -13.5936 13.2769
H -25.4309 -14.9643 12.3945
H -26.8926 -13.0566 12.3256
H -26.9267 -13.0100 14.1193
H -29.3913 -13.4975 14.3279
H -30.0997 -14.3265 13.0596
H -29.3594 -12.8211 12.6565
H -27.2489 -15.9569 11.3567
H -27.8943 -14.3750 10.7749
H -28.9187 -15.6414 11.4834
H -28.5052 -17.3979 13.5234
C -20.9380 -7.7672 5.9181
C -19.5446 -6.9227 6.0565
C -18.7057 -7.0296 4.7111
C -19.7815 -5.3458 6.2861
C -20.4739 -5.0609 7.6541
C -19.7843 -5.7219 8.8614
C -19.1128 -7.0690 8.6366
C -17.7682 -7.0044 9.4999
C -20.1042 -8.1913 9.0102
N -18.7081 -7.2472 7.1889
O -18.0221 -8.3726 7.0340
H -21.7896 -7.3558 6.4601
H -21.1979 -7.5165 4.8897
H -20.5577 -8.7837 5.8169
H -17.8892 -6.3076 4.7004
H -18.3382 -8.0341 4.5012
H -19.3340 -6.7613 3.8618
H -18.8055 -4.8646 6.2224
H -20.3633 -4.8054 5.5394
H -20.6454 -3.9850 7.6891
H -21.5116 -5.3721 7.5340
H -20.6207 -5.8629 9.5460
H -19.1091 -5.0500 9.3912
H -17.9489 -6.7259 10.5381
H -17.1974 -6.0972 9.3021
H -17.0989 -7.8631 9.5535
H -20.3673 -8.2205 10.0675
H -19.7948 -9.2271 8.8705
H -21.0388 -8.0607 8.4648
H -18.7273 -8.9296 6.6963
C -26.9880 -9.4492 13.0102
C -26.3814 -8.9322 14.2959
C -26.2391 -7.3721 14.1665
C -27.4499 -9.2985 15.4269
C -26.8101 -9.0165 16.8790
C -25.5823 -9.9276 17.0090
C -24.4006 -9.6015 16.0325
C -23.7884 -8.2423 16.4822
C -23.3874 -10.8008 16.1204
N -25.0151 -9.5412 14.6462
O -24.0643 -9.4478 13.6032
H -26.4545 -9.0415 12.1516
H -26.7899 -10.5133 12.8817
H -28.0664 -9.3182 12.9198
H -25.2457 -7.2457 13.7360
H -26.9497 -6.8462 13.5288
H -26.1855 -6.8348 15.1133
H -28.1367 -8.4533 15.3811
H -27.9834 -10.2489 15.4137
H -26.5286 -7.9710 17.0053
H -27.4823 -9.2554 17.7031
H -25.9652 -10.9406 16.8844
H -25.2734 -9.7781 18.0435
H -24.1747 -7.8168 17.4084
H -23.7049 -7.4504 15.7380
H -22.7414 -8.4136 16.7323
H -22.4692 -10.5905 15.5720
H -23.7652 -11.7804 15.8277
H -23.0179 -10.8919 17.1419
H -23.6627 -8.6036 13.8215

Calculated values
2S+1 ... 1
Gap between HOMO and LUMO ... 0.2938 Ha
Structure (SMILES) ... CN(C)P(=O)(N(C)C)N(C)C.CN(C)P(=O)(N(C)C)N(C)C.CC1(C)CCCC(C)(C)N1O.CC1(C)CCCC(C)(C)N1O.CC1(C)CCCC(C)(C)N1O.CC1(C)CCCC(C)(C)N1O.CC1(C)CCCC(C)(C)N1O.CC1(C)CCCC(C)(C)N1O.CC1(C)CCCC(C)(C)N1O.CC1(C)CCCC(C)(C)N1O
Lowest unoccupied orbital energy ... 0.209 eV

What is the gap between HOMO and LUMO in the second record?
0.2938 Ha

Copy entry 1 word for word.
# C6H31NO10

A 11-piece molecular cluster, C6H31NO10 overall (ωB97M-V with the def2-TZVPD basis set, OMol25).

Element x y z (Å)
C 3.8928 -1.0333 0.7920
C 3.0497 -0.4592 -0.0320
C 1.7826 0.1338 0.5519
C 1.3975 1.4341 0.7080
N 2.2553 2.5403 0.5141
C 0.8081 -0.8939 1.0022
C 0.2923 -1.8987 -0.0244
H 4.7768 -1.5993 0.5749
H 3.6628 -1.1871 1.8543
H 3.0266 -0.3962 -1.1169
H 0.3859 1.7113 0.9779
H 3.2447 2.4557 0.7499
H 1.8757 3.3027 1.0754
H 1.3939 -1.3320 1.8679
H -0.0768 -0.3997 1.4313
H -0.6882 -1.6425 -0.4196
H 0.3544 -2.9759 0.3206
H 1.0148 -1.9671 -0.8773
O 1.6541 0.7484 5.1111
H 1.5380 1.4688 4.4881
H 0.9663 0.0958 4.9445
O -1.8818 -2.9766 1.3923
H -2.3343 -3.7120 1.8039
H -2.3258 -2.1270 1.4061
O 0.4003 -2.5967 3.3515
H -0.1220 -3.3018 2.9525
H 1.2697 -3.0117 3.3710
O -1.7115 -1.2450 -2.9091
H -2.1409 -1.8939 -3.4739
H -0.9161 -1.7272 -2.5932
O -3.6452 -0.1602 -0.3258
H -3.4474 0.6983 -0.7298
H -3.2933 -0.8843 -0.8541
O -0.7363 2.5249 -2.0516
H -0.2972 1.6421 -2.1150
H -0.3831 2.8030 -1.1975
O 0.2670 -1.7111 -4.3037
H 0.8279 -0.9928 -3.9999
H -0.5076 -1.3229 -4.7352
O -3.2524 2.3872 -1.2801
H -2.8176 2.7009 -0.4843
H -2.6822 2.0014 -1.9437
O -3.6145 2.8293 1.6890
H -4.3413 2.2156 1.4978
H -3.2387 2.6011 2.5416
O 1.5662 2.2539 -4.1637
H 0.7886 2.8092 -4.0366
H 1.9623 2.0907 -3.3023

Calculated values
2S+1 ... 1
Gap between HOMO and LUMO ... 0.3041 Ha
Energy above the lowest of the compared OMol25 structures with the same formula, charge and spin ... 88.9 kcal/mol
Structure (SMILES) ... C=C/C(=C\N)CC.O.O.O.O.O.O.O.O.O.O
Lowest unoccupied orbital energy ... 0.092 eV